Model A:
C3H6N2S | ωB97M-V with the def2-TZVPD basis set

Output
- Structure (SMILES): [H]/N=C(/N)C(C)=S
- Highest occupied orbital energy: -0.3400 hartree
- Frontier orbital gap: 7.97 eV
- Total charge: 0
- LUMO: -1.3 eV

Each line ends with the Mulliken charge.
CARTESIAN COORDINATES (ANGSTROEM)
S1 2.052 -0.988 -0.171  -0.280
N1 -1.793 0.102 -0.281  -0.701
N2 -0.735 -1.937 0.210  -0.430
C1 0.726 -0.001 -0.144  0.515
C2 0.814 1.470 0.134  -1.378
C3 -0.652 -0.531 -0.093  0.456
H1 0.042 1.925 0.747  0.388
H2 -1.554 -2.447 -0.079  0.256
H3 0.116 -2.483 0.207  0.167
H4 0.841 2.136 -0.686  0.385
H5 -1.565 1.054 -0.493  0.245
H6 1.707 1.701 0.649  0.377

---

Model B:
C3H6N2S | ωB97M-V with the def2-TZVPD basis set

Output
- Structure (SMILES): C1CN1.N=C=S
- Highest occupied orbital energy: -0.3332 hartree
- Frontier orbital gap: 9.84 eV
- Total charge: 0
- LUMO: 0.8 eV

Each line ends with the Mulliken charge.
CARTESIAN COORDINATES (ANGSTROEM)
S1 5.409 0.064 0.004  -0.368
N1 0.065 -0.911 -0.234  -0.659
N2 2.669 0.148 -0.005  -0.348
C1 3.852 -0.008 -0.117  0.310
C2 -0.331 -0.058 0.848  -0.249
C3 -0.316 0.551 -0.516  -0.438
H1 1.755 -0.320 -0.202  0.456
H2 -1.451 -0.109 1.213  0.252
H3 -1.168 0.648 -1.084  0.304
H4 -0.709 -1.647 -0.516  0.278
H5 0.480 0.210 1.600  0.217
H6 0.585 1.143 -0.708  0.245

---

Ranked by calculated energy, most stable first: model A, model B.

---

Model A:
C8H16O2 | ωB97M-V with the def2-TZVPD basis set

Output
- Structure (SMILES): CCC(C)=O.CCC(C)=O
- Highest occupied orbital energy: -0.3516 hartree
- Frontier orbital gap: 10.44 eV
- Total charge: 0
- LUMO: 0.9 eV

Each line ends with the Mulliken charge.
CARTESIAN COORDINATES (ANGSTROEM)
O1 -3.335 -0.491 -0.082  -0.582
O2 3.932 1.259 0.430  -0.592
C1 -3.136 -2.320 1.501  -0.997
C2 1.060 0.804 0.153  -1.042
C3 -1.163 -2.266 -1.229  -0.971
C4 3.792 3.658 0.117  -1.050
C5 1.701 2.245 0.116  -0.463
C6 -2.651 -2.511 -1.080  -0.256
C7 3.211 2.277 0.326  0.695
C8 -3.141 -1.706 0.115  0.524
H1 -0.619 -3.131 -1.646  0.348
H2 3.127 4.491 -0.168  0.323
H3 -3.285 -2.151 -1.914  0.306
H4 -2.078 -2.444 1.786  0.252
H5 -0.816 -2.098 -0.196  0.229
H6 -3.653 -1.762 2.300  0.317
H7 -2.894 -3.577 -0.909  0.274
H8 1.538 2.727 -0.867  0.291
H9 1.434 0.221 1.011  0.294
H10 -0.043 0.791 0.172  0.362
H11 -3.597 -3.319 1.416  0.322
H12 4.538 3.514 -0.682  0.291
H13 -0.919 -1.374 -1.831  0.242
H14 1.275 2.911 0.892  0.339
H15 1.401 0.319 -0.777  0.245
H16 4.320 3.932 1.046  0.298

---

Model B:
C8H16O2 | ωB97M-V with the def2-TZVPD basis set

Output
- Highest occupied orbital energy (alpha / beta): -0.2442 / -0.2443 hartree
- Frontier orbital gap (alpha / beta): 7.35 / 7.34 eV
- Total charge: 0
- LUMO (alpha / beta): 0.7 / 0.7 eV

Each line ends with the Mulliken charge.
CARTESIAN COORDINATES (ANGSTROEM)
O1 -0.821 -0.082 -1.999  -0.400
O2 0.622 -1.120 -0.040  -0.442
C1 0.786 -1.426 1.617  -0.924
C2 -1.661 -0.133 1.476  -0.083
C3 2.430 0.490 -0.219  -1.759
C4 -1.234 1.117 0.986  -0.921
C5 0.996 0.074 -0.484  1.391
C6 -2.482 -1.094 0.692  -0.925
C7 0.436 0.424 -1.811  0.302
C8 1.018 1.245 -2.698  -1.320
H1 -1.502 -0.365 2.523  0.468
H2 -1.052 1.885 1.733  0.346
H3 -1.813 1.516 0.156  0.309
H4 1.818 -1.766 1.571  0.390
H5 3.122 -0.047 -0.873  0.377
H6 0.089 -2.217 1.868  0.274
H7 -2.081 -2.107 0.780  0.219
H8 2.703 0.245 0.806  0.463
H9 -1.187 0.286 -2.812  0.291
H10 0.747 -0.569 2.289  0.381
H11 -2.482 -0.854 -0.369  0.182
H12 -3.521 -1.111 1.051  0.381
H13 2.566 1.557 -0.390  0.393
H14 -0.028 0.919 0.325  0.102
H15 2.021 1.609 -2.569  0.274
H16 0.510 1.526 -3.610  0.231

---

Ranked by calculated energy, most stable first: model A, model B.